{"formula": "C22H67N5O10", "method": "ωB97M-V with the def2-TZVPD basis set", "spin_multiplicity": 2, "fmax_ha_per_bohr": 0.0869, "homo_lumo_gap_ev": [1.84, 8.83], "s_squared": 0.750, "charge": -1, "species": ["C", "C", "C", "O", "C", "N", "H", "H", "H", "H", "H", "H", "H", "H", "H", "H", "H", "C", "C", "C", "O", "C", "N", "H", "H", "H", "H", "H", "H", "H", "H", "H", "H", "H", "C", "C", "C", "O", "C", "N", "H", "H", "H", "H", "H", "H", "H", "H", "H", "H", "H", "C", "C", "C", "O", "C", "N", "H", "H", "H", "H", "H", "H", "H", "H", "H", "H", "H", "C", "C", "C", "O", "C", "N", "H", "H", "H", "H", "H", "H", "H", "H", "H", "H", "H", "C", "C", "O", "O", "H", "H", "H", "H", "H", "H", "O", "H", "H", "O", "H", "H", "O", "H", "H"], "coordinates": [[-1.685876, -2.864530, 6.165740], [-0.965566, -2.050360, 5.267560], [-1.223126, -0.547150, 5.543980], [-2.565226, -0.129730, 5.176320], [-2.731616, 0.101290, 3.794620], [0.401364, -2.237020, 5.564310], [-2.612686, -3.237470, 5.729830], [-1.921646, -2.349210, 7.096850], [-1.190186, -3.822850, 6.320720], [-1.203256, -2.306700, 4.235140], [-0.479256, -0.027050, 4.940450], [-1.076316, -0.398820, 6.613810], [-3.025256, -0.854430, 3.360470], [-1.862436, 0.632160, 3.406290], [-3.558316, 0.738150, 3.479840], [1.003894, -1.786670, 4.890330], [0.663864, -3.212150, 5.581910], [1.543644, 0.103550, -7.073410], [2.047904, -0.883600, -6.009110], [0.905754, -1.298240, -5.051630], [0.559554, -0.191490, -4.282450], [1.311964, -0.027700, -3.078010], [2.622804, -1.983030, -6.698840], [0.848434, -0.416070, -7.732790], [2.388814, 0.411830, -7.688830], [1.068444, 1.009010, -6.696010], [2.885814, -0.470780, -5.447350], [1.183414, -2.231610, -4.561910], [-0.031506, -1.675600, -5.460580], [1.521984, -1.017640, -2.673030], [0.685234, 0.558140, -2.405620], [2.212164, 0.471880, -3.436000], [3.377624, -1.596670, -7.247540], [2.933804, -2.834670, -6.253750], [1.348674, 0.271390, 2.831820], [2.833874, 0.006110, 3.170930], [3.745024, 0.910770, 2.376710], [5.078104, 0.462340, 2.371810], [5.950174, 1.547040, 1.921560], [2.916564, 0.258610, 4.606070], [1.078854, 0.055640, 1.798020], [1.061304, 1.297970, 3.059090], [0.740174, -0.412400, 3.423670], [3.110314, -1.001510, 2.860460], [3.711764, 1.882790, 2.868820], [3.381994, 0.985670, 1.351670], [5.994234, 2.459470, 2.516230], [5.891064, 1.750560, 0.852360], [6.989694, 1.248650, 2.057480], [2.579844, 1.208350, 4.674690], [3.913974, 0.356670, 4.731210], [-5.360266, 1.367590, -2.616310], [-4.018736, 1.682330, -3.055400], [-4.092056, 2.332760, -4.416460], [-2.779636, 2.819380, -4.750060], [-1.882346, 1.841760, -5.380190], [-3.449486, 2.717960, -2.136880], [-5.286786, 0.725450, -1.738600], [-5.916516, 0.767800, -3.336680], [-6.009426, 2.241850, -2.567850], [-3.433416, 0.763610, -3.017380], [-4.787416, 3.161610, -4.549060], [-4.602036, 1.526810, -4.944160], [-0.842636, 2.156130, -5.471190], [-2.187056, 1.586310, -6.395070], [-2.099006, 0.864460, -4.948860], [-3.964386, 3.578140, -2.259650], [-2.681636, 2.969060, -2.743050], [1.324864, -5.266570, 0.722940], [0.077324, -5.165250, -0.051580], [-0.898726, -4.397360, 0.792140], [-0.515286, -2.986700, 0.880560], [-1.680216, -2.215760, 1.250760], [0.324974, -4.489820, -1.310870], [1.282854, -5.440710, 1.798120], [2.030174, -4.454810, 0.544950], [1.784544, -6.209990, 0.428400], [-0.194516, -6.174320, -0.361360], [-1.065936, -4.937660, 1.723920], [-1.816956, -4.450790, 0.207250], [-2.380236, -2.091150, 0.424600], [-1.318376, -1.226500, 1.531020], [-2.440036, -2.526110, 1.968020], [0.581974, -3.521210, -1.184940], [1.169974, -4.854810, -1.726640], [2.172784, 4.059250, 0.228200], [3.171344, 4.739590, 1.247630], [4.567654, 4.613040, 0.868670], [0.917994, 4.120260, 0.789830], [2.363994, 2.988470, 0.298670], [2.081944, 4.398040, -0.803830], [3.242174, 4.339310, 2.258990], [2.926664, 5.788750, 1.413500], [4.595404, 5.064450, 0.021870], [0.496014, 3.263860, 0.689260], [-2.832886, 3.005790, 2.273290], [-3.614526, 3.332250, 2.719040], [-3.165726, 2.369700, 1.640170], [-3.313376, 1.108950, 0.304430], [-4.179266, 0.829820, 0.602010], [-3.479556, 1.572130, -0.516600], [-0.672046, 1.602520, -0.034740], [-1.312936, 1.569640, 0.675470], [-1.199036, 1.677750, -0.830260]], "forces_ev_per_a": [[-3.018, -2.831, 1.683], [0.697, 2.418, -1.592], [-1.243, -0.629, -1.427], [0.731, 0.396, 1.192], [-0.198, -0.430, -0.201], [2.287, -0.026, 0.097], [-0.501, 0.492, 0.080], [0.132, -0.352, 0.196], [0.385, 0.050, 0.522], [-0.187, 0.204, -0.365], [-0.074, 0.577, 0.287], [-0.080, 0.280, -0.111], [0.750, -0.083, -0.695], [0.261, -0.517, -0.461], [-0.270, 0.327, 1.072], [0.280, 0.205, 0.097], [-0.060, -0.098, 0.000], [0.323, -0.124, 0.029], [-1.072, 0.133, 0.496], [0.396, -0.144, -0.740], [-0.774, -0.351, 0.834], [-0.326, -0.098, -1.305], [0.265, -1.157, -2.043], [-0.080, -0.047, 0.061], [0.077, 0.128, -0.120], [0.061, -0.165, 0.298], [-0.499, 0.843, 0.720], [0.623, 0.214, 1.156], [0.009, 0.515, -1.167], [0.161, 0.114, 0.350], [0.412, 0.045, 0.101], [0.401, 0.187, 0.968], [0.166, -0.505, -0.224], [-0.168, 0.412, 0.620], [0.372, -0.742, -0.514], [-1.380, 0.315, -0.853], [-0.440, 0.292, -0.140], [1.325, 1.486, -0.133], [1.071, -1.271, 0.275], [0.946, -0.472, -0.378], [0.187, 0.161, -0.164], [0.007, 0.089, 0.055], [0.010, 0.200, 0.038], [-0.115, -0.369, 0.546], [-0.142, 0.475, -0.226], [-0.070, 0.197, -0.243], [-1.243, 0.158, 0.071], [-0.697, 0.174, 0.046], [0.006, -0.843, 0.004], [-0.277, 0.282, 0.474], [0.426, -0.108, 0.826], [-2.165, -1.262, 0.116], [-0.094, 2.657, 0.413], [0.761, -1.120, -0.140], [0.579, -0.767, -1.693], [-2.045, -0.409, -0.244], [0.987, -1.022, -0.511], [-0.625, 0.474, 0.474], [0.184, -0.462, -0.339], [0.185, 0.159, 0.821], [0.473, 0.263, -0.268], [0.166, 0.274, 0.728], [0.837, -0.164, -1.617], [-0.245, 0.105, 0.895], [-0.332, 0.768, -0.562], [0.989, 0.014, 0.827], [-0.938, 0.046, 0.418], [1.255, 0.285, 0.524], [2.535, -1.539, 0.935], [0.684, 1.050, -0.015], [-1.256, 0.593, -1.750], [-1.432, -1.909, 1.210], [-0.024, 1.075, -0.985], [-0.037, 0.411, -1.065], [-0.641, 0.449, 0.218], [-0.122, 0.060, 0.017], [0.733, 0.066, -0.380], [-0.916, 0.026, 0.593], [0.151, 0.533, 0.429], [-0.571, 0.305, 0.250], [0.452, 0.172, -0.798], [-0.044, -0.100, -0.001], [0.949, -1.018, 0.970], [-0.430, 0.360, 0.485], [0.039, -0.529, -0.190], [0.783, -1.278, 2.076], [0.764, 0.055, -0.627], [-0.847, 0.362, -0.618], [-1.689, 1.059, 0.967], [1.117, -0.121, -0.900], [1.007, 0.417, -0.091], [-1.081, -0.667, -0.212], [-0.174, 0.229, -0.333], [0.526, -0.005, -0.217], [-0.548, -0.178, -0.162], [0.543, 0.586, 0.562], [-0.215, 0.118, 0.154], [-0.230, -0.475, -0.699], [0.720, -0.360, 0.670], [-0.946, -0.531, 0.295], [-0.083, 0.791, -0.786], [1.325, 0.187, 0.037], [-0.531, -0.114, 0.162], [-0.337, 0.076, -0.135]], "lowdin_spin": [0.00, 0.00, 0.00, 0.01, 0.04, 0.00, 0.00, 0.00, 0.00, 0.00, 0.00, 0.00, 0.01, 0.01, 0.02, 0.00, 0.00, 0.00, 0.00, 0.00, 0.01, 0.01, 0.00, 0.00, 0.00, 0.00, 0.00, 0.00, 0.00, 0.00, 0.00, 0.00, 0.00, 0.00, 0.00, 0.00, 0.00, 0.00, 0.00, 0.00, 0.00, 0.00, 0.00, 0.00, 0.00, 0.00, 0.00, 0.00, 0.00, 0.00, 0.00, 0.12, 0.03, 0.02, 0.00, 0.01, 0.02, 0.05, 0.02, 0.02, 0.02, 0.00, 0.01, 0.00, 0.00, 0.00, 0.01, 0.00, 0.00, 0.00, 0.01, 0.01, 0.04, 0.00, 0.00, 0.00, 0.00, 0.00, 0.00, 0.00, 0.03, 0.00, 0.01, 0.00, 0.00, 0.01, 0.00, 0.00, 0.01, 0.00, 0.00, 0.00, 0.00, 0.00, 0.00, 0.06, 0.02, 0.01, 0.16, 0.10, 0.01, 0.03, 0.01, 0.01]}